# 1
C29H55Br2F3NO4S | wB97M-V/def2-TZVPD

Values from the calculation:
- Kohn-Sham gap (eV) = 7.133
- total charge = +1
- electronic energy (a.u.) = -7338.7072
- LUMO energy (eV) = -4.0

Structure (XYZ):
```
95
Properties=species:S:1:pos:R:3:mulliken_charge:R:1
C 5.274 2.963 0.066 -0.09
O 6.141 2.111 0.894 -0.37
C 5.330 1.300 1.853 -0.19
C 5.225 -0.263 1.363 -0.46
C 4.777 -0.432 -0.231 0.11
C 4.366 -1.988 -0.576 -0.80
C 2.765 -2.205 -0.284 0.78
C 2.186 -3.180 -1.498 -0.52
C 0.992 -4.114 -0.855 -0.51
C -0.449 -3.622 -1.490 -0.81
C -0.753 -2.133 -0.814 2.57
C -2.335 -1.963 -0.420 -1.51
C -2.625 -1.051 0.914 1.57
C -2.727 -1.753 2.392 -0.81
C -2.907 -3.382 2.381 -0.56
C -2.328 -3.990 3.827 -0.49
S -2.154 -5.854 3.543 -0.25
C -4.222 -0.623 0.658 -0.90
N -4.387 0.674 0.240 -0.08
C -3.112 1.535 0.116 1.63
C -2.876 1.499 -1.511 -0.45
C -2.070 2.840 -2.092 -0.63
C -0.536 2.719 -1.435 0.93
O 0.442 3.611 -2.077 -0.46
C 1.803 3.155 -1.691 -0.30
C -3.600 2.919 0.846 -1.31
O -2.609 4.006 0.859 -0.15
C -3.240 5.332 0.990 -0.76
C -2.063 0.524 0.907 1.00
C -1.257 1.073 2.225 -1.09
C 0.383 0.749 2.163 0.80
O 1.077 1.970 2.692 -0.67
C 0.840 -0.485 3.140 0.52
F 0.612 -1.846 2.529 -0.16
F 0.325 -0.385 4.537 -0.27
F 2.342 -0.378 3.264 -0.29
H 5.717 2.970 -1.038 0.24
H 5.151 4.068 0.458 0.27
H 4.218 2.448 0.029 -0.26
H 4.298 1.794 2.107 -0.01
H 5.954 1.306 2.864 0.30
H 4.518 -0.938 2.006 0.24
H 6.318 -0.723 1.477 0.28
H 3.951 0.362 -0.549 -0.26
H 5.756 -0.193 -0.864 0.30
H 4.611 -2.280 -1.698 0.41
H 4.954 -2.730 0.146 0.19
H 2.164 -1.195 -0.181 -0.77
H 2.648 -2.773 0.737 0.19
H 1.658 -2.491 -2.312 -0.01
H 3.011 -3.880 -1.945 0.51
H 1.126 -5.263 -1.041 0.38
H 0.882 -3.984 0.325 0.15
H -1.248 -4.421 -1.174 0.40
H -0.444 -3.579 -2.682 0.25
H -0.545 -1.352 -1.692 -1.80
H 0.000 -1.848 0.042 -0.40
H -2.894 -1.417 -1.322 0.29
H -2.796 -3.048 -0.384 0.67
H -3.714 -1.314 2.899 0.33
H -1.853 -1.500 3.127 0.16
H -2.272 -3.939 1.548 0.25
H -4.016 -3.754 2.305 0.25
H -1.222 -3.567 3.905 0.22
H -3.006 -3.713 4.741 0.38
H -3.053 -6.578 4.341 0.15
H -5.097 -1.404 0.794 0.41
H -5.319 1.106 0.028 0.40
H -3.903 1.399 -2.100 0.32
H -2.183 0.580 -1.828 -0.32
H -2.630 3.813 -1.762 0.30
H -1.991 2.699 -3.256 0.29
H -0.198 1.603 -1.687 -0.88
H -0.582 2.789 -0.266 0.06
H 2.007 3.227 -0.540 0.12
H 2.644 3.799 -2.228 0.33
H 2.021 2.029 -2.021 0.10
H -4.541 3.336 0.242 0.48
H -3.892 2.664 1.972 0.27
H -3.559 5.499 2.104 0.29
H -2.395 6.140 0.767 0.25
H -4.085 5.515 0.200 0.30
H -1.181 0.465 0.104 -1.28
H -1.315 2.263 2.305 0.19
H -1.644 0.667 3.252 0.53
H 0.773 0.628 1.060 -0.02
H 1.918 2.144 2.174 0.32
Br 0.269 0.219 -3.241 0.14
C 0.139 0.857 -5.080 -0.78
C -1.035 0.229 -5.795 -0.63
Br -0.642 -1.608 -6.319 -0.14
H 1.100 0.651 -5.558 0.51
H 0.005 1.939 -4.996 0.37
H -1.240 0.754 -6.732 0.43
H -1.947 0.202 -5.192 0.29
```

# 2
C2H2ClFO2 | wB97M-V/def2-TZVPD

Values from the calculation:
- Kohn-Sham gap (eV) = 9.344
- electronic energy (a.u.) = -787.8625
- LUMO energy (eV) = 0.4

Structure (XYZ):
```
8
Properties=species:S:1:pos:R:3:nbo_charge:R:1
C 2.212 0.467 0.155 0.37
C 0.168 -0.361 0.321 0.49
O 2.297 1.658 0.176 -0.53
O -0.559 0.452 -0.489 -0.69
F -0.083 -0.136 1.680 -0.36
Cl 3.450 -0.649 -0.120 0.00
H 0.398 -1.469 0.189 0.20
H -0.606 1.396 -0.241 0.52
```

# 3
CH3F2OP | wB97M-V/def2-TZVPD

Values from the calculation:
- Kohn-Sham gap (eV) = 9.965
- structure (SMILES) = OPC(F)F
- electronic energy (a.u.) = -656.1900
- LUMO energy (eV) = 0.5

Structure (XYZ):
```
8
Properties=species:S:1:pos:R:3:nbo_charge:R:1
C 0.097 -0.481 0.974 0.32
O 0.372 0.437 -1.791 -1.00
F -0.589 0.203 1.900 -0.35
F -0.304 -1.764 1.044 -0.35
P -0.743 0.478 -0.610 0.80
H 1.317 -0.457 1.106 0.14
H 0.084 -0.105 -2.652 0.51
H -0.235 1.690 0.029 -0.07
```